Entry 1:
{"formula": "C14H44N4O11", "method": "ωB97M-V/def2-TZVPD", "symbols": ["N", "H", "H", "H", "H", "N", "O", "O", "O", "C", "C", "O", "O", "H", "H", "H", "H", "H", "H", "C", "C", "O", "O", "H", "H", "H", "H", "H", "H", "C", "C", "O", "O", "H", "H", "H", "H", "H", "H", "C", "C", "C", "O", "C", "N", "H", "H", "H", "H", "H", "H", "H", "H", "H", "H", "H", "C", "C", "C", "O", "C", "N", "H", "H", "H", "H", "H", "H", "H", "H", "H", "H", "H"], "positions_angstrom": [[-9.85, 3.96, -11.20], [-8.87, 4.00, -11.46], [-9.98, 3.11, -10.66], [-10.46, 3.96, -12.05], [-10.09, 4.73, -10.57], [-12.28, 3.19, -13.37], [-13.00, 3.37, -12.36], [-11.28, 3.96, -13.50], [-12.44, 2.23, -14.11], [-8.34, 1.61, -14.01], [-7.63, 2.75, -14.71], [-8.55, 3.82, -14.90], [-8.54, 2.02, -12.65], [-7.82, 0.65, -14.09], [-9.35, 1.47, -14.41], [-7.16, 2.46, -15.65], [-6.79, 3.04, -14.08], [-9.39, 3.61, -14.47], [-8.45, 1.30, -12.02], [-16.47, 1.82, -12.11], [-17.45, 0.83, -11.50], [-18.74, 1.00, -12.07], [-15.15, 1.50, -11.70], [-16.72, 2.80, -11.68], [-16.46, 1.83, -13.20], [-17.49, 0.74, -10.41], [-17.08, -0.17, -11.78], [-19.17, 0.14, -12.02], [-14.55, 2.18, -12.05], [-13.81, 5.05, -7.42], [-13.90, 4.00, -8.54], [-14.64, 4.39, -9.67], [-12.48, 5.55, -7.32], [-14.23, 4.71, -6.47], [-14.44, 5.91, -7.69], [-14.46, 3.12, -8.18], [-12.86, 3.78, -8.77], [-14.59, 3.75, -10.39], [-12.23, 5.45, -6.39], [-11.14, 4.38, -17.09], [-11.53, 5.85, -17.00], [-13.03, 6.14, -17.29], [-13.86, 6.31, -16.14], [-14.18, 5.18, -15.32], [-11.13, 6.40, -15.68], [-11.61, 3.81, -16.28], [-10.09, 4.27, -16.80], [-11.44, 4.01, -18.06], [-10.99, 6.49, -17.71], [-13.43, 5.45, -18.05], [-13.22, 7.17, -17.64], [-13.65, 5.34, -14.38], [-13.86, 4.25, -15.79], [-15.26, 5.17, -15.18], [-11.17, 5.69, -14.96], [-11.88, 7.08, -15.53], [-13.20, -0.12, -18.80], [-12.98, 0.91, -17.68], [-13.79, 2.18, -18.05], [-15.15, 1.90, -18.25], [-15.91, 3.08, -18.33], [-13.39, 0.23, -16.46], [-14.19, -0.58, -18.68], [-12.66, -1.06, -18.68], [-13.05, 0.32, -19.78], [-11.89, 1.03, -17.68], [-13.37, 2.57, -18.99], [-13.60, 2.98, -17.32], [-16.02, 3.67, -17.41], [-16.92, 2.79, -18.60], [-15.50, 3.73, -19.11], [-13.14, 0.72, -15.61], [-14.38, 0.07, -16.62]], "mulliken_charge": [-0.25, 0.39, 0.37, 0.19, 0.41, 0.64, -0.50, -0.77, -0.62, -0.53, -0.34, -0.49, -0.39, 0.43, 0.25, 0.34, 0.23, 0.34, 0.22, 0.01, -0.55, -0.52, -0.50, 0.23, 0.21, 0.30, 0.29, 0.31, 0.30, -0.40, -0.10, -0.52, -0.52, 0.36, 0.21, 0.29, 0.13, 0.23, 0.30, -0.76, 0.30, -0.49, -0.47, -0.11, -0.75, -0.08, 0.36, 0.34, 0.36, 0.20, 0.39, 0.24, -0.27, 0.32, 0.16, 0.30, -1.50, 0.07, 0.56, -0.39, -0.69, -0.65, 0.30, 0.41, 0.35, 0.37, 0.37, -0.62, 0.18, 0.31, 0.31, 0.33, 0.35], "e_above_lowest_kcal_mol": 26.17, "e_tot_ha": -1606.204144, "e_homo_ev": -8.543}

---

Entry 2:
{"formula": "C14H44N4O14", "method": "ωB97M-V/def2-TZVPD", "symbols": ["C", "O", "N", "N", "H", "H", "H", "H", "C", "O", "N", "N", "H", "H", "H", "H", "C", "C", "O", "O", "H", "H", "H", "H", "H", "H", "C", "C", "O", "O", "H", "H", "H", "H", "H", "H", "C", "C", "O", "O", "H", "H", "H", "H", "H", "H", "C", "C", "O", "O", "H", "H", "H", "H", "H", "H", "C", "C", "O", "O", "H", "H", "H", "H", "H", "H", "C", "C", "O", "O", "H", "H", "H", "H", "H", "H"], "positions_angstrom": [[23.16, -7.32, -15.11], [22.38, -6.49, -15.46], [22.78, -8.62, -14.89], [24.39, -7.06, -14.71], [23.55, -9.26, -14.77], [21.83, -8.96, -14.88], [24.59, -6.07, -14.77], [25.03, -7.79, -14.46], [25.87, -23.39, -11.95], [26.11, -22.27, -12.34], [26.04, -24.42, -12.72], [25.48, -23.63, -10.73], [25.58, -25.19, -12.24], [26.44, -24.32, -13.64], [25.07, -24.54, -10.54], [25.15, -22.82, -10.24], [25.71, -14.98, -4.77], [25.72, -13.49, -4.89], [24.90, -12.75, -3.96], [25.08, -15.46, -5.94], [25.19, -15.25, -3.85], [26.68, -15.48, -4.70], [25.15, -13.14, -5.75], [26.73, -13.09, -4.81], [25.38, -11.95, -3.73], [25.06, -16.42, -5.95], [12.03, -13.95, -11.53], [12.43, -15.14, -10.79], [13.46, -15.83, -11.41], [11.11, -13.13, -10.83], [11.71, -14.29, -12.52], [12.88, -13.30, -11.73], [11.51, -15.70, -10.63], [12.79, -14.91, -9.79], [14.18, -15.55, -10.85], [10.79, -12.40, -11.35], [22.11, -17.96, -12.78], [22.67, -16.58, -12.14], [22.08, -15.56, -12.96], [20.73, -17.89, -12.98], [22.38, -18.60, -11.94], [22.57, -18.13, -13.76], [23.75, -16.50, -12.24], [22.41, -16.56, -11.08], [21.31, -15.99, -13.35], [20.43, -17.63, -12.10], [28.04, -10.55, -10.96], [28.00, -9.24, -10.10], [29.14, -8.44, -10.46], [27.66, -10.45, -12.33], [27.40, -11.32, -10.51], [29.07, -10.88, -10.86], [28.13, -9.41, -9.03], [27.08, -8.66, -10.05], [29.84, -9.00, -10.80], [27.81, -11.32, -12.70], [25.21, -15.57, -18.82], [26.07, -14.29, -18.58], [26.15, -13.67, -19.86], [25.90, -16.48, -19.60], [24.23, -15.50, -19.29], [25.13, -15.90, -17.79], [27.08, -14.47, -18.22], [25.46, -13.87, -17.78], [26.65, -12.86, -19.78], [26.62, -16.02, -20.03], [18.32, -17.09, -7.36], [17.50, -18.33, -7.28], [18.10, -19.10, -6.26], [17.89, -16.40, -8.48], [19.40, -17.24, -7.32], [18.20, -16.49, -6.47], [17.46, -18.81, -8.25], [16.44, -18.10, -7.16], [18.02, -20.03, -6.51], [18.33, -15.54, -8.47]], "mulliken_charge": [0.65, -0.62, -0.38, -0.38, 0.15, 0.19, 0.22, 0.17, 0.64, -0.66, -0.37, -0.41, 0.15, 0.23, 0.18, 0.24, -0.34, -0.27, -0.55, -0.51, 0.28, 0.31, 0.23, 0.27, 0.30, 0.28, -0.24, -0.44, -0.49, -0.52, 0.26, 0.24, 0.25, 0.30, 0.34, 0.31, -0.47, -0.38, -0.51, -0.53, 0.28, 0.37, 0.30, 0.25, 0.38, 0.31, -0.48, -0.31, -0.51, -0.49, 0.30, 0.32, 0.25, 0.31, 0.30, 0.31, -0.32, -0.47, -0.51, -0.51, 0.29, 0.24, 0.36, 0.29, 0.29, 0.33, -0.35, -0.31, -0.51, -0.51, 0.30, 0.25, 0.28, 0.24, 0.31, 0.30], "e_above_lowest_kcal_mol": 110.92, "e_tot_ha": -1832.003672, "e_homo_ev": -9.711, "smiles": "NC(N)=O.NC(N)=O.OCCO.OCCO.OCCO.OCCO.OCCO.OCCO"}

---

Entry 3:
{"formula": "C14H44N4O14", "method": "ωB97M-V/def2-TZVPD", "symbols": ["C", "C", "O", "O", "H", "H", "H", "H", "H", "H", "C", "C", "O", "O", "H", "H", "H", "H", "H", "H", "C", "C", "O", "O", "H", "H", "H", "H", "H", "H", "C", "C", "O", "O", "H", "H", "H", "H", "H", "H", "C", "C", "O", "O", "H", "H", "H", "H", "H", "H", "C", "C", "O", "O", "H", "H", "H", "H", "H", "H", "C", "O", "N", "N", "H", "H", "H", "H", "C", "O", "N", "N", "H", "H", "H", "H"], "positions_angstrom": [[26.94, -1.80, -24.75], [27.04, -2.60, -23.39], [27.81, -1.85, -22.49], [28.22, -1.70, -25.34], [26.39, -0.86, -24.73], [26.25, -2.37, -25.36], [27.53, -3.58, -23.47], [26.00, -2.73, -23.10], [28.24, -2.45, -21.87], [28.94, -1.69, -24.70], [27.65, -6.06, -24.56], [27.73, -5.65, -26.07], [26.89, -4.49, -26.16], [26.30, -6.37, -24.09], [28.02, -5.30, -23.87], [28.33, -6.90, -24.45], [27.18, -6.49, -26.50], [28.79, -5.59, -26.33], [26.16, -4.55, -25.54], [26.14, -7.27, -24.37], [30.59, -1.51, -24.47], [30.50, 0.00, -24.57], [29.16, 0.32, -24.79], [30.26, -1.92, -23.15], [31.61, -1.78, -24.75], [29.80, -1.92, -25.11], [31.08, 0.51, -25.34], [30.80, 0.43, -23.62], [28.61, -0.07, -24.12], [30.47, -2.85, -22.98], [31.37, -2.52, -29.95], [30.62, -3.25, -28.86], [31.54, -4.42, -28.55], [32.58, -1.90, -29.65], [30.76, -1.68, -30.29], [31.60, -3.17, -30.79], [29.65, -3.55, -29.26], [30.47, -2.51, -28.07], [31.83, -4.92, -29.31], [32.28, -1.00, -29.83], [34.59, -3.21, -28.23], [33.84, -3.78, -27.01], [34.60, -3.55, -25.84], [33.98, -1.96, -28.40], [34.47, -3.93, -29.04], [35.65, -3.16, -27.99], [33.73, -4.84, -27.20], [32.87, -3.31, -26.82], [34.75, -2.61, -25.72], [33.04, -2.00, -28.59], [33.87, -6.69, -24.12], [32.96, -5.59, -24.87], [32.38, -4.76, -23.94], [35.22, -6.36, -24.07], [33.82, -7.61, -24.70], [33.46, -6.91, -23.13], [32.29, -6.19, -25.49], [33.59, -5.06, -25.57], [33.13, -4.39, -23.46], [35.31, -5.41, -24.21], [29.12, -5.27, -21.97], [28.39, -4.30, -21.93], [29.12, -6.14, -21.01], [30.19, -5.37, -22.75], [29.67, -6.99, -21.08], [28.38, -6.03, -20.33], [30.06, -4.70, -23.50], [30.58, -6.29, -22.83], [30.34, -3.91, -25.77], [30.30, -3.93, -24.49], [31.43, -3.95, -26.55], [29.30, -3.79, -26.54], [31.34, -4.02, -27.55], [32.31, -4.09, -26.07], [28.38, -3.55, -26.21], [29.44, -3.45, -27.49]], "mulliken_charge": [-0.81, -0.25, -0.59, -0.62, 0.36, 0.35, 0.27, 0.38, 0.43, -1.16, -0.71, -0.01, -0.65, -0.54, -0.23, 0.51, 0.56, -0.09, 0.41, 0.37, 0.59, -0.62, -0.60, -0.62, -0.02, 1.29, 0.34, 0.33, 0.41, 0.41, -1.30, -0.56, -0.38, -0.29, 0.48, 0.40, 0.36, 0.50, 0.52, 0.36, -0.87, -0.67, -0.58, -0.70, 0.17, 0.44, 0.58, 1.09, 0.36, 0.36, -0.56, -0.68, -0.13, -0.53, 0.32, 0.28, 0.24, 0.23, 0.31, 0.37, 0.13, -0.69, -0.42, -0.26, 0.15, 0.31, 0.69, 0.23, -1.02, 0.19, 0.43, 0.08, 1.21, -0.87, 0.57, -0.33], "e_above_lowest_kcal_mol": 387.98, "e_tot_ha": -1831.562153, "e_homo_ev": -8.303}